{"formula": "C14H16O", "method": "wB97M-V/def2-TZVPD", "largest_force_ev_per_a": 4.21, "relative_energy_kcal_mol": 61.7, "homo_energy_ev": -8.08, "charge": 0, "smiles": "Cc1ccc(O)cc1.Cc1ccccc1", "symbols": ["C", "C", "C", "C", "C", "O", "C", "C", "H", "H", "H", "H", "H", "H", "H", "H", "C", "C", "C", "C", "C", "C", "C", "H", "H", "H", "H", "H", "H", "H", "H"], "positions_angstrom": [[0.7696, 1.4823, -0.6441], [1.0736, 0.6803, -1.9173], [0.4875, -0.6425, -1.9885], [0.3720, -1.2073, -3.2200], [0.9462, -0.5863, -4.2719], [0.9834, -1.1376, -5.5186], [1.6714, 0.5787, -4.1384], [1.7312, 1.2811, -2.9263], [1.7201, 1.3607, 0.0491], [-0.1286, 1.0751, -0.3029], [0.5788, 2.4467, -1.0072], [0.0901, -1.1508, -1.1728], [0.1185, -2.2408, -3.3132], [0.5240, -2.0585, -5.4304], [2.3580, 0.8483, -4.8646], [2.4040, 2.1670, -2.8832], [-2.1858, 1.4865, 3.6845], [-1.4544, 0.3602, 2.9667], [-0.1515, 0.2941, 3.4512], [0.6287, -0.9006, 3.2158], [0.0858, -1.7866, 2.1555], [-1.1931, -1.6446, 1.6481], [-2.0182, -0.5409, 2.1457], [-3.2892, 1.4784, 3.5751], [-1.9342, 2.4421, 3.3282], [-2.1429, 1.3692, 4.7465], [0.3170, 1.1606, 4.0824], [1.4673, -1.0796, 3.8904], [0.7473, -2.5955, 1.9173], [-1.5174, -2.3068, 0.9316], [-3.0592, -0.6331, 1.8114]], "forces_ev_per_a": [[3.717, -1.927, -0.281], [-2.023, -0.974, 3.371], [1.065, 3.085, -1.513], [0.328, -1.093, 0.955], [1.334, 1.185, -1.889], [-1.503, -3.065, -0.008], [-0.095, 0.171, 1.508], [0.858, -0.824, -2.327], [-2.320, 0.674, -0.858], [-1.159, -0.489, 1.472], [0.064, 1.710, 0.202], [-0.548, -0.359, 1.617], [-0.721, -0.544, -0.148], [1.266, 2.456, -0.525], [0.733, 0.549, -1.881], [-1.014, -0.571, 0.373], [-2.600, -1.245, -0.718], [-0.424, 2.481, 1.957], [3.289, -1.779, 0.477], [-3.137, 1.638, -1.469], [1.121, 1.191, 2.699], [0.971, 3.237, 2.516], [0.568, -3.564, -2.172], [0.349, -0.380, -0.575], [0.870, 1.330, -0.126], [0.818, 0.231, 0.702], [-1.249, -1.864, -1.016], [0.179, -0.201, -0.910], [-0.097, -0.537, -0.443], [-0.964, -1.355, -1.452], [0.323, 0.834, 0.462]], "nbo_charge": [-0.623, -0.026, -0.192, -0.278, 0.278, -0.662, -0.251, -0.205, 0.215, 0.216, 0.211, 0.212, 0.199, 0.470, 0.212, 0.221, -0.628, -0.048, -0.197, -0.199, -0.228, -0.209, -0.216, 0.210, 0.220, 0.218, 0.218, 0.221, 0.211, 0.207, 0.221]}

=====

{"formula": "C14H16O", "method": "wB97M-V/def2-TZVPD", "largest_force_ev_per_a": 3.79, "relative_energy_kcal_mol": 30.9, "homo_energy_ev": -8.29, "charge": 0, "smiles": "Cc1ccc(O)cc1.Cc1ccccc1", "symbols": ["C", "C", "C", "C", "C", "O", "C", "C", "H", "H", "H", "H", "H", "H", "H", "H", "C", "C", "C", "C", "C", "C", "C", "H", "H", "H", "H", "H", "H", "H", "H"], "positions_angstrom": [[-1.5354, -1.9651, 2.0875], [-0.2802, -1.2050, 2.1286], [0.9395, -1.8558, 2.2199], [2.1318, -1.1705, 2.2520], [2.1660, 0.1586, 1.8971], [3.3633, 0.7445, 1.7358], [0.9684, 0.8762, 1.7803], [-0.2612, 0.1755, 1.9665], [-2.4602, -1.4673, 1.7917], [-1.7578, -2.5447, 3.0028], [-1.4061, -2.8443, 1.4061], [1.0024, -2.9340, 2.0685], [3.0277, -1.7459, 2.4899], [3.5899, 1.4256, 1.1240], [0.9043, 1.9335, 1.5691], [-1.1502, 0.7358, 1.6748], [-3.3208, 1.3211, -2.5335], [-1.8993, 0.9429, -2.3118], [-1.5371, -0.2453, -1.5678], [-0.2421, -0.7142, -1.6510], [0.7647, 0.0622, -2.2439], [0.3865, 1.1992, -2.8481], [-0.9203, 1.6633, -3.0028], [-3.8669, 0.3748, -2.6613], [-3.5321, 1.9831, -3.3894], [-3.6815, 1.8235, -1.6419], [-2.4116, -0.7296, -1.1449], [0.0984, -1.6077, -1.1431], [1.8228, -0.0844, -2.0746], [1.1338, 1.9121, -3.2224], [-1.2312, 2.4967, -3.6082]], "forces_ev_per_a": [[-0.936, -2.663, -0.243], [0.068, 1.008, -0.212], [-0.145, -0.395, -0.157], [0.531, -0.820, -0.162], [-1.176, 1.712, -0.162], [1.992, -0.945, 1.388], [-1.175, -1.481, 0.489], [1.359, 0.885, -1.131], [0.352, 0.353, 0.017], [0.130, 0.725, 0.123], [-0.130, 0.759, -0.028], [-0.226, 0.049, 0.780], [0.034, 0.417, -0.513], [-0.987, 0.637, -0.723], [0.377, 0.037, -0.131], [-0.087, -0.269, 0.585], [-0.701, -0.516, 0.416], [1.238, -0.423, -0.852], [-0.768, 1.588, -1.860], [0.478, -0.122, 0.959], [-0.419, -0.502, 1.046], [0.600, 3.315, -1.742], [-0.636, -1.922, 1.499], [-0.298, 0.491, 0.005], [0.443, -0.359, 0.278], [-0.432, 0.056, 0.174], [0.529, -0.520, 0.333], [-0.393, -0.170, 0.111], [-0.075, -0.601, -0.179], [0.103, -0.606, -0.037], [0.350, 0.283, -0.069]], "nbo_charge": [-0.633, -0.061, -0.191, -0.253, 0.291, -0.710, -0.272, -0.186, 0.220, 0.221, 0.213, 0.209, 0.224, 0.502, 0.216, 0.211, -0.639, 0.011, -0.236, -0.183, -0.249, -0.179, -0.238, 0.217, 0.220, 0.219, 0.212, 0.215, 0.219, 0.199, 0.212]}

=====

{"formula": "C14H16O3S2", "method": "wB97M-V/def2-TZVPD", "largest_force_ev_per_a": 4.88, "homo_energy_ev": -8.73, "charge": 0, "smiles": "C=CCSc1sc(C(=O)OCC)c2c1C(=O)CCC2", "symbols": ["C", "C", "C", "S", "C", "S", "C", "C", "O", "O", "C", "C", "C", "C", "C", "O", "C", "C", "C", "H", "H", "H", "H", "H", "H", "H", "H", "H", "H", "H", "H", "H", "H", "H", "H"], "positions_angstrom": [[1.4589, 2.5033, 2.8038], [2.4344, 1.4962, 2.7516], [2.3251, 0.2121, 3.4608], [2.6853, -1.0964, 2.2212], [1.3912, -0.7463, 1.0558], [1.7189, 0.1667, -0.3969], [0.1354, -0.2322, -1.0130], [-0.2085, 0.3588, -2.3018], [-1.3552, 0.1461, -2.7318], [0.7633, 1.0695, -2.9587], [0.4308, 1.5773, -4.2680], [-0.1449, 2.9744, -4.1839], [-0.6481, -0.9669, -0.1404], [0.0997, -1.2676, 1.0880], [-0.4720, -2.1615, 2.1069], [0.0333, -2.2928, 3.2010], [-1.8116, -2.8265, 1.8565], [-2.2611, -2.8406, 0.3954], [-2.0858, -1.4632, -0.2696], [0.5484, 2.4658, 3.3509], [1.5712, 3.3838, 2.2224], [3.2845, 1.7306, 2.1215], [3.0952, 0.1502, 4.2648], [1.3138, 0.1668, 3.8845], [-0.2809, 0.9564, -4.7907], [1.3181, 1.5991, -4.9233], [-0.3232, 3.3770, -5.1914], [-1.1073, 3.0290, -3.6333], [0.5903, 3.6038, -3.6683], [-1.7908, -3.8636, 2.2084], [-2.5784, -2.2607, 2.4164], [-1.6239, -3.5686, -0.1568], [-3.2956, -3.1269, 0.3015], [-2.7635, -0.7751, 0.2081], [-2.4470, -1.4781, -1.2919]], "forces_ev_per_a": [[2.827, -2.953, -0.357], [-2.807, 3.996, 0.112], [0.267, 0.180, 0.181], [-0.317, 0.177, 0.021], [-0.110, -0.223, -0.052], [-0.829, -1.308, 1.155], [0.889, 0.722, 0.459], [-2.898, -0.675, -1.466], [2.391, 0.979, 0.068], [-0.657, -0.849, 0.470], [-0.431, 0.489, -0.718], [-0.153, 0.459, 0.462], [0.447, 0.017, 0.575], [0.140, 0.471, -2.031], [-0.306, 0.140, 1.061], [0.262, -0.042, 0.065], [-0.718, -0.043, -0.868], [1.399, 0.218, -0.606], [0.519, -0.292, -0.187], [-0.551, -0.475, 0.552], [0.352, 0.661, -0.429], [0.187, -0.334, 0.103], [-0.515, -0.313, -0.589], [0.345, -0.591, 0.015], [-0.244, -0.617, 0.295], [0.067, -0.189, 0.870], [0.152, -0.139, 0.253], [0.603, -0.246, -0.262], [-0.268, 0.135, -0.144], [0.125, 0.362, 0.361], [0.451, -0.227, 0.157], [-0.539, 0.298, 0.210], [-0.329, -0.306, 0.028], [-0.140, 0.581, 0.483], [0.392, -0.066, -0.245]], "nbo_charge": [-0.391, -0.192, -0.561, 0.285, -0.297, 0.523, -0.339, 0.770, -0.607, -0.511, -0.076, -0.632, 0.072, -0.237, 0.568, -0.531, -0.500, -0.383, -0.440, 0.189, 0.194, 0.207, 0.245, 0.239, 0.202, 0.193, 0.218, 0.221, 0.210, 0.241, 0.230, 0.199, 0.216, 0.219, 0.255]}

=====

Number 1: Kohn-Sham gap 8.9142 eV, DFT total energy -16822.55788 eV. Number 2: Kohn-Sham gap 9.0341 eV, DFT total energy -16823.89575 eV. Number 3: Kohn-Sham gap 8.4419 eV, DFT total energy -42589.70530 eV.